1.
Molecular formula: C31H65Cl4N3O30
Method: DFT, ωB97M-V/def2-TZVPD

XYZ file:
```
133
Properties=species:S:1:pos:R:3:mulliken_charge:R:1
Cl -0.654 -4.346 5.903 -0.226
C 0.209 -5.333 4.705 -0.545
C 0.878 -4.491 3.645 0.351
Cl 1.730 -5.568 2.520 -0.158
H -0.501 -6.032 4.261 0.335
H 0.934 -5.961 5.218 0.419
H 1.651 -3.905 4.148 0.307
H 0.229 -3.794 3.124 -0.413
Cl 7.845 -2.911 3.059 -0.214
C 6.258 -2.167 2.723 -0.200
C 5.631 -2.713 1.479 0.617
Cl 5.259 -4.453 1.585 -0.163
H 6.396 -1.088 2.680 0.017
H 5.642 -2.336 3.608 0.308
H 6.290 -2.568 0.626 0.383
H 4.674 -2.237 1.279 -0.715
C -1.498 -4.332 -1.797 -0.416
N -0.320 -4.423 -2.697 1.062
O -0.124 -3.513 -3.470 -0.556
O 0.400 -5.395 -2.565 -0.627
H -1.137 -3.949 -0.850 -0.092
H -1.867 -5.342 -1.640 0.342
H -2.258 -3.709 -2.246 0.237
C 3.489 -5.241 -3.057 -0.692
N 4.004 -4.732 -1.748 0.890
O 3.190 -4.562 -0.858 -0.454
O 5.182 -4.471 -1.671 -0.513
H 3.957 -4.658 -3.844 0.325
H 2.429 -5.018 -3.060 0.142
H 3.739 -6.291 -3.146 0.308
C 2.209 -0.300 -3.307 -0.653
N 3.571 -0.862 -3.593 1.061
O 3.664 -2.060 -3.767 -0.568
O 4.492 -0.078 -3.695 -0.598
H 1.568 -0.736 -4.072 0.500
H 2.298 0.766 -3.489 0.306
H 1.860 -0.557 -2.316 -0.181
C 2.874 -0.264 2.593 0.115
O 3.116 1.070 3.014 -0.398
C 4.319 1.566 2.771 0.738
O 5.267 0.983 2.305 -0.532
O 4.278 2.868 3.032 -0.384
C 5.486 3.592 2.771 -0.674
H 1.795 -0.379 2.631 0.039
H 3.271 -1.029 3.270 0.392
H 3.302 -0.442 1.609 -0.276
H 5.446 4.488 3.380 0.268
H 5.525 3.840 1.710 0.250
H 6.354 2.993 3.035 0.315
C 1.311 -2.413 0.396 -0.503
O 0.369 -1.567 1.052 0.289
C -0.686 -1.187 0.340 0.333
O -0.908 -1.501 -0.797 0.005
O -1.453 -0.428 1.127 -0.396
C -2.494 0.285 0.488 0.543
H 2.225 -2.500 0.979 0.249
H 1.624 -2.039 -0.579 -0.318
H 0.917 -3.425 0.282 0.408
H -3.155 0.689 1.256 -0.565
H -3.105 -0.368 -0.128 0.466
H -2.159 1.148 -0.087 -0.437
C -4.716 -3.949 0.203 -0.571
O -4.631 -3.288 1.463 -0.392
C -3.402 -3.207 1.981 0.948
O -2.452 -3.885 1.686 -0.579
O -3.424 -2.252 2.897 -0.265
C -2.224 -2.045 3.631 0.138
H -4.327 -4.965 0.280 0.356
H -4.161 -3.403 -0.556 0.099
H -5.769 -3.995 -0.054 0.279
H -1.861 -2.900 4.207 -0.195
H -2.445 -1.219 4.293 0.267
H -1.363 -1.819 3.000 -0.133
C -2.788 4.017 -1.048 0.023
O -2.655 5.415 -0.890 -0.408
C -1.419 5.895 -0.810 0.767
O -0.413 5.255 -0.699 -0.467
O -1.491 7.226 -0.874 -0.390
C -0.239 7.910 -0.847 -0.714
H -2.478 3.464 -0.162 0.185
H -2.171 3.655 -1.878 -0.026
H -3.821 3.792 -1.290 0.224
H 0.182 7.934 -1.855 0.284
H 0.485 7.400 -0.216 0.330
H -0.444 8.918 -0.509 0.242
C 5.616 0.792 -0.995 -0.965
O 4.225 0.598 -0.758 0.380
C 3.470 1.666 -0.509 0.011
O 3.825 2.811 -0.544 -0.621
O 2.250 1.198 -0.239 0.832
C 1.253 2.173 0.027 -1.074
H 5.793 1.572 -1.735 0.313
H 5.955 -0.138 -1.446 0.277
H 6.171 0.990 -0.081 0.217
H 0.230 1.874 -0.192 -0.224
H 1.415 3.071 -0.570 0.626
H 1.278 2.484 1.075 0.373
C -3.293 5.304 2.782 -0.693
O -3.654 3.981 2.399 -0.226
C -3.772 3.103 3.388 0.697
O -3.475 3.280 4.536 -0.562
O -4.347 2.010 2.880 -0.254
C -4.498 0.899 3.741 -0.674
H -3.193 5.881 1.868 0.151
H -2.361 5.328 3.348 0.340
H -4.057 5.767 3.409 0.326
H -3.532 0.443 3.941 0.134
H -5.184 0.220 3.248 0.230
H -4.900 1.186 4.713 0.482
C -1.245 0.258 -3.181 0.470
O -0.992 1.101 -4.316 -0.412
C -0.301 2.210 -4.083 0.727
O 0.193 2.540 -3.038 -0.287
O -0.235 2.900 -5.218 -0.416
C 0.482 4.132 -5.158 -0.599
H -1.602 -0.679 -3.600 0.212
H -2.068 0.650 -2.580 0.042
H -0.373 0.102 -2.560 -0.413
H 0.105 4.753 -5.967 0.260
H 1.554 3.979 -5.257 0.280
H 0.255 4.648 -4.223 0.191
C -4.932 0.895 -4.446 -0.539
O -5.997 0.804 -3.507 -0.401
C -5.642 0.583 -2.257 0.600
O -4.502 0.461 -1.867 -0.229
O -6.731 0.508 -1.508 -0.422
C -6.524 0.167 -0.133 -0.327
H -4.308 -0.002 -4.402 0.237
H -4.296 1.759 -4.259 0.236
H -5.377 0.929 -5.434 0.273
H -5.639 0.650 0.276 0.005
H -6.448 -0.917 -0.053 0.273
H -7.401 0.510 0.407 0.295
```

The calculation puts the calculated total energy at -5482.2363 a.u. For the orbital gap, the calculation gives 10.1 eV. The net charge is 0.


2.
Molecular formula: C31H66IN6O7
Method: DFT, ωB97M-V/def2-TZVPD

XYZ file:
```
111
Properties=species:S:1:pos:R:3:mulliken_charge:R:1
C 5.251 1.170 -1.436 -0.612
C 4.499 2.508 -2.100 -0.197
C 2.948 2.601 -1.576 -0.147
C 1.824 2.760 -2.759 -0.468
C 1.920 1.658 -3.968 -0.545
C 1.200 0.195 -3.594 -0.692
N 0.049 0.318 -2.630 -0.085
C -1.104 1.089 -3.308 -0.118
N -2.073 1.088 -2.153 -0.540
C -1.483 0.381 -0.914 0.352
N -2.051 0.223 0.311 0.549
C -3.437 0.901 0.443 -1.052
C -4.692 -0.098 0.119 -0.210
C -4.387 -1.346 -0.884 -0.047
C -5.400 -2.600 -0.439 -0.386
O -6.786 -2.417 -0.896 -0.509
C -1.560 -0.479 1.533 -1.338
I -1.356 -2.663 1.405 0.116
C -0.308 0.290 2.333 0.190
C 0.411 -0.646 3.470 -0.996
N -0.138 -0.117 -1.309 0.886
C 0.981 -0.887 -0.737 0.506
C 1.168 -2.399 -1.435 -0.538
C 2.796 -2.783 -1.437 -0.087
C 3.219 -3.557 -0.018 0.299
O 2.870 -4.859 0.135 -0.534
O 3.911 -2.911 1.109 -0.455
H 6.365 1.419 -1.089 0.138
H 4.663 0.724 -0.528 0.125
H 5.337 0.320 -2.256 0.192
H 5.096 3.435 -1.641 0.024
H 4.628 2.574 -3.263 0.328
H 2.880 3.595 -0.919 0.365
H 2.733 1.719 -0.813 -0.281
H 2.023 3.824 -3.263 0.341
H 0.780 2.845 -2.238 0.198
H 3.044 1.409 -4.214 0.324
H 1.465 2.122 -4.968 0.329
H 0.747 -0.183 -4.625 0.399
H 2.075 -0.504 -3.265 0.094
H -1.167 1.540 -4.387 0.329
H -3.594 1.242 1.579 0.381
H -3.479 1.941 -0.142 0.441
H -5.142 -0.532 1.137 0.169
H -5.536 0.569 -0.389 0.238
H -4.631 -0.999 -1.997 0.300
H -3.307 -1.793 -0.833 -0.082
H -4.879 -3.583 -0.869 0.226
H -5.307 -2.672 0.726 0.224
H -7.341 -2.912 -0.196 0.382
H -2.422 -0.398 2.363 0.658
H -0.749 1.282 2.830 0.371
H 0.517 0.686 1.568 -0.014
H -0.336 -0.986 4.304 0.303
H 1.217 0.047 4.011 0.345
H 1.045 -1.543 3.009 0.202
H 2.004 -0.326 -0.998 -0.519
H 1.030 -1.084 0.402 -0.116
H 0.652 -3.251 -0.826 0.223
H 0.801 -2.381 -2.570 0.336
H 3.483 -1.841 -1.535 0.023
H 2.969 -3.491 -2.353 0.363
H 4.177 -1.963 0.902 0.355
C -12.222 -6.195 3.354 -0.702
O -12.540 -4.817 3.210 -0.329
C -12.212 -4.032 4.363 -0.807
C -11.011 -3.120 4.076 -0.162
N -9.767 -3.890 3.948 -0.320
C -8.647 -3.130 3.382 -0.785
C -8.813 -2.551 1.961 -0.115
O -8.864 -3.536 0.928 -0.528
C -10.137 -4.143 0.755 -0.623
H -12.694 -6.740 2.532 0.234
H -11.145 -6.355 3.291 0.294
H -12.606 -6.596 4.298 0.336
H -12.046 -4.650 5.254 0.400
H -13.080 -3.396 4.560 0.395
H -10.900 -2.395 4.890 0.386
H -11.228 -2.568 3.158 0.157
H -9.935 -4.695 3.351 0.063
H -7.787 -3.810 3.368 0.397
H -8.391 -2.316 4.071 0.396
H -7.918 -1.953 1.753 0.135
H -9.656 -1.857 1.881 0.299
H -10.961 -3.450 0.945 0.316
H -10.216 -5.026 1.391 0.128
H -10.210 -4.486 -0.281 0.369
C 12.200 5.439 -2.550 -0.704
O 12.036 4.171 -1.930 -0.332
C 12.259 4.193 -0.515 -0.810
C 10.940 4.016 0.248 -0.136
N 10.080 5.199 0.123 -0.290
C 8.697 4.987 0.565 -1.127
C 7.866 3.908 -0.160 -0.215
O 7.542 4.228 -1.515 -0.384
C 8.580 3.958 -2.448 -0.596
H 12.222 5.288 -3.632 0.232
H 11.362 6.098 -2.318 0.297
H 13.142 5.910 -2.249 0.335
H 12.794 5.096 -0.193 0.394
H 12.899 3.335 -0.290 0.398
H 11.151 3.840 1.309 0.396
H 10.445 3.127 -0.151 0.111
H 10.057 5.491 -0.851 0.077
H 8.181 5.946 0.442 0.398
H 8.703 4.769 1.640 0.427
H 6.904 3.839 0.362 0.370
H 8.310 2.910 -0.091 0.367
H 9.166 3.075 -2.178 0.318
H 9.220 4.835 -2.554 0.139
H 8.118 3.778 -3.423 0.344
```

The calculation puts the calculated total energy at -2372.8834 a.u. For the orbital gap, the calculation gives 6.6 eV. The net charge is +1.


3.
Molecular formula: C31H67BrN14O15P2
Method: DFT, ωB97M-V/def2-TZVPD

XYZ file:
```
130
Properties=species:S:1:pos:R:3:mulliken_charge:R:1
C 4.308 -1.611 2.084 -0.871
C 3.558 -0.790 0.884 0.273
O 3.914 -1.141 -0.384 -0.547
N 2.492 0.260 1.004 0.895
C 2.735 1.295 2.054 0.176
C 2.669 2.891 1.554 -0.960
O 2.949 1.118 3.359 -0.447
C 1.087 -0.264 0.929 -0.093
C 1.007 -1.887 1.325 -0.067
N 0.940 -3.018 1.974 -0.611
C -0.085 0.649 1.577 1.251
C -1.510 0.207 0.821 -0.314
N -2.593 -0.394 0.373 -0.587
P -0.366 0.597 3.438 0.115
C -2.305 0.530 3.635 -0.909
O 0.174 -0.854 4.225 -0.495
P 0.691 -0.275 -0.987 0.597
O 1.816 0.888 -1.672 -0.501
Br 1.117 -2.391 -1.808 -0.246
H 3.884 -2.726 2.042 0.267
H 4.175 -1.173 3.159 0.240
H 5.471 -1.726 1.853 0.342
H 3.361 3.568 2.243 0.360
H 1.569 3.332 1.700 0.226
H 2.975 2.934 0.416 0.242
H 0.098 1.780 1.245 0.003
H -2.515 0.798 4.770 0.333
H -2.844 1.373 3.006 0.272
H -2.737 -0.543 3.458 0.323
H 0.418 -0.593 5.168 0.329
H 1.650 1.745 -1.142 0.318
O 6.161 2.916 4.984 -0.668
C 5.327 2.992 5.878 0.663
N 4.014 2.724 5.636 -0.271
C 5.669 3.379 7.288 -0.904
H 3.291 2.773 6.339 0.174
H 3.759 2.461 4.693 0.193
H 6.111 4.379 7.286 0.259
H 6.388 2.660 7.691 0.256
H 4.785 3.388 7.932 0.304
O -0.994 3.953 -0.503 -0.691
C -2.016 3.736 -1.145 0.435
N -2.973 4.694 -1.282 -0.348
C -2.296 2.426 -1.822 -0.137
H -3.830 4.563 -1.800 0.180
H -2.807 5.587 -0.835 0.258
H -2.312 1.632 -1.070 -0.241
H -1.507 2.225 -2.551 0.151
H -3.259 2.435 -2.341 0.382
O -4.981 2.490 3.965 -0.607
C -6.002 2.273 3.324 0.608
N -6.959 3.231 3.187 -0.401
C -6.282 0.962 2.647 -0.669
H -7.816 3.099 2.669 0.180
H -6.793 4.123 3.634 0.235
H -6.298 0.168 3.399 0.222
H -5.493 0.761 1.917 0.138
H -7.245 0.971 2.128 0.316
O 2.949 -7.778 -3.966 -0.655
C 2.589 -6.670 -3.586 0.706
N 1.940 -6.514 -2.399 -0.210
C 2.824 -5.415 -4.376 -0.635
H 1.624 -5.623 -2.044 0.117
H 1.770 -7.345 -1.848 0.088
H 2.331 -5.508 -5.348 0.241
H 3.900 -5.281 -4.521 0.247
H 2.427 -4.533 -3.866 0.081
O -4.346 4.871 -4.711 -0.636
C -3.874 5.916 -5.144 0.566
N -4.504 6.616 -6.127 -0.387
C -2.588 6.505 -4.639 -0.424
H -4.155 7.480 -6.515 0.191
H -5.373 6.238 -6.483 0.242
H -1.779 5.789 -4.805 -0.066
H -2.685 6.710 -3.570 0.169
H -2.340 7.438 -5.153 0.327
O 0.289 -9.105 -0.652 -0.641
C 0.832 -10.189 -0.836 0.687
N 1.848 -10.608 -0.033 -0.396
C 0.435 -11.128 -1.937 -0.840
H 2.325 -11.491 -0.145 0.184
H 2.134 -9.992 0.717 0.228
H 0.568 -10.627 -2.899 0.214
H -0.616 -11.405 -1.809 0.248
H 1.039 -12.040 -1.931 0.329
O 10.606 0.140 3.191 -0.646
C 9.909 1.147 3.244 0.617
N 8.802 1.190 4.035 -0.283
C 10.205 2.392 2.460 -0.801
H 8.197 1.995 4.112 0.225
H 8.581 0.363 4.574 0.187
H 10.200 2.152 1.393 0.235
H 11.191 2.768 2.747 0.237
H 9.465 3.175 2.646 0.273
O -2.411 -0.718 8.302 -0.628
C -1.868 -1.802 8.118 0.604
N -0.852 -2.221 8.921 -0.400
C -2.265 -2.741 7.016 -0.609
H -0.375 -3.104 8.809 0.192
H -0.566 -1.605 9.671 0.223
H -2.132 -2.239 6.054 0.065
H -3.316 -3.017 7.145 0.257
H -1.661 -3.652 7.022 0.304
O -3.311 -0.692 -3.733 -0.686
C -2.768 -1.775 -3.917 0.581
N -1.752 -2.195 -3.114 -0.100
C -3.165 -2.715 -5.019 -0.652
H -1.275 -3.077 -3.226 0.178
H -1.466 -1.578 -2.364 0.054
H -3.032 -2.213 -5.981 0.233
H -4.216 -2.991 -4.890 0.129
H -2.561 -3.626 -5.013 0.278
O -6.494 -2.584 -5.473 -0.631
C -7.191 -1.577 -5.420 0.636
N -8.298 -1.534 -4.629 -0.399
C -6.895 -0.332 -6.204 -0.770
H -8.903 -0.729 -4.552 0.182
H -8.519 -2.362 -4.091 0.228
H -6.900 -0.572 -7.271 0.246
H -5.909 0.044 -5.917 0.188
H -7.635 0.451 -6.018 0.316
O 1.002 6.953 -4.877 -0.623
C 1.545 5.870 -5.061 0.671
N 2.561 5.450 -4.258 -0.398
C 1.148 4.930 -6.163 -0.789
H 3.038 4.568 -4.370 0.193
H 2.847 6.067 -3.508 0.225
H 1.281 5.432 -7.125 0.243
H 0.097 4.654 -6.035 0.196
H 1.752 4.019 -6.157 0.315
```

The calculation puts the calculated total energy at -6373.2798 a.u. For the orbital gap, the calculation gives 7.9 eV. The net charge is 0. As for the SMILES: CC(=O)N(C(C)=O)[C@@](C#N)([C@@H](C#N)P(C)O)P(O)Br.CC(N)=O.CC(N)=O.CC(N)=O.CC(N)=O.CC(N)=O.CC(N)=O.CC(N)=O.CC(N)=O.CC(N)=O.CC(N)=O.CC(N)=O.


4.
Molecular formula: C31H67ClO15S
Method: DFT, ωB97M-V/def2-TZVPD

XYZ file:
```
115
Properties=species:S:1:pos:R:3:mulliken_charge:R:1
C 5.524 4.011 1.442 -1.084
C 4.502 4.370 0.347 0.786
O 4.053 5.464 0.366 -0.496
O 4.186 3.466 -0.602 -0.424
C 2.840 3.673 -1.107 0.479
C 2.400 2.399 -1.855 -1.398
C 0.851 2.147 -1.877 -0.002
C -0.043 3.415 -1.698 -1.371
C -0.483 3.773 -0.240 1.794
C -0.319 5.258 0.267 -0.732
C -0.263 6.298 -0.863 0.046
O -1.204 6.787 -1.299 -0.360
Cl 1.326 6.837 -1.520 -0.177
C -2.082 3.709 -0.357 -0.895
O -2.787 4.338 -1.040 -0.562
O -2.637 2.757 0.468 -0.468
C -1.628 1.785 0.861 1.732
C -1.726 0.757 -0.295 -2.060
C -2.098 1.118 2.171 -1.243
C -1.193 -0.034 2.690 -0.578
O -0.243 0.405 3.686 -0.253
C 0.603 -0.667 3.949 0.513
C 1.776 -0.972 2.983 -0.535
O 0.445 -1.368 4.875 -0.550
C -0.383 2.735 0.919 0.319
O -0.729 3.485 2.132 -0.799
S 1.250 2.033 1.389 0.037
H 6.355 4.727 1.322 0.330
H 5.102 4.213 2.440 0.270
H 5.869 2.968 1.379 0.292
H 2.870 4.496 -1.846 0.360
H 2.186 3.973 -0.280 -0.197
H 2.861 2.357 -2.858 0.292
H 2.852 1.547 -1.306 0.316
H 0.644 1.322 -1.179 0.030
H 0.626 1.751 -2.887 0.536
H 0.482 4.231 -2.229 0.363
H -0.950 3.243 -2.305 0.684
H 0.570 5.327 0.923 0.480
H -1.165 5.568 0.899 0.627
H -1.543 1.239 -1.269 0.281
H -2.772 0.406 -0.316 0.458
H -1.076 -0.130 -0.183 0.320
H -2.293 1.821 2.995 0.335
H -3.068 0.640 1.935 0.251
H -1.847 -0.828 3.101 0.451
H -0.630 -0.486 1.854 0.165
H 1.361 -1.161 1.978 0.256
H 2.279 -1.903 3.268 0.379
H 2.480 -0.126 2.954 0.145
H 0.093 3.751 2.565 0.424
H 1.326 2.069 2.745 0.310
C 5.619 -3.045 0.490 -0.845
C 4.665 -2.329 1.425 -0.134
O 3.320 -2.692 1.137 -0.386
H 5.393 -2.800 -0.550 0.286
H 6.655 -2.770 0.697 0.381
H 5.517 -4.127 0.593 -0.018
H 4.752 -1.248 1.305 0.284
H 4.883 -2.579 2.469 0.254
H 3.247 -3.649 1.257 0.223
C -5.801 4.429 -3.658 -0.958
C -6.347 3.021 -3.534 0.003
O -5.362 2.072 -3.942 -0.476
H -5.503 4.635 -4.688 0.297
H -6.543 5.170 -3.354 0.358
H -4.910 4.552 -3.037 0.109
H -7.223 2.891 -4.170 0.334
H -6.637 2.806 -2.499 0.108
H -4.592 2.186 -3.371 0.244
C 5.721 -7.128 2.617 -0.819
C 4.238 -7.195 2.326 -0.314
O 3.832 -6.073 1.545 -0.506
H 5.967 -6.208 3.153 0.281
H 6.042 -7.981 3.221 0.347
H 6.289 -7.121 1.692 0.156
H 3.663 -7.180 3.252 0.357
H 3.990 -8.113 1.782 0.208
H 4.337 -6.096 0.722 0.291
C -1.747 -1.993 -4.690 -1.256
C -1.619 -1.601 -3.230 -0.181
O -2.593 -0.620 -2.883 -0.280
H -1.625 -1.119 -5.332 0.298
H -0.997 -2.738 -4.962 0.364
H -2.739 -2.404 -4.893 0.354
H -0.636 -1.171 -3.035 0.218
H -1.750 -2.473 -2.581 0.328
H -3.464 -1.002 -3.045 0.191
C 6.990 -9.542 -1.939 -1.097
C 7.086 -9.088 -0.496 -0.291
O 6.076 -8.123 -0.201 -0.435
H 7.095 -8.692 -2.615 0.275
H 7.766 -10.274 -2.171 0.349
H 6.015 -9.992 -2.139 0.346
H 8.051 -8.620 -0.305 0.293
H 6.972 -9.936 0.186 0.280
H 5.221 -8.540 -0.360 0.242
C -7.764 -0.728 -1.879 -1.066
C -7.436 0.056 -0.623 -0.294
O -6.053 0.392 -0.602 -0.307
H -7.166 -1.640 -1.929 0.258
H -8.821 -0.999 -1.906 0.366
H -7.528 -0.142 -2.771 0.279
H -7.650 -0.537 0.267 0.302
H -8.025 0.978 -0.571 0.288
H -5.873 0.925 -1.386 0.203
C -5.689 2.512 2.670 -0.522
C -5.352 3.254 3.950 -0.490
O -3.957 3.537 4.005 -0.465
H -5.126 1.580 2.611 0.057
H -6.755 2.283 2.616 0.439
H -5.415 3.108 1.796 0.152
H -5.604 2.651 4.822 0.312
H -5.907 4.196 4.010 0.287
H -3.740 4.078 3.236 0.261
```

The calculation puts the calculated total energy at -3208.2428 a.u. For the orbital gap, the calculation gives 10.1 eV. The net charge is 0. As for the SMILES: CC(=O)OCCCC[C@@]1(CC(=O)Cl)C(=O)O[C@](C)(CCOC(C)=O)[C@@]1(O)S.CCO.CCO.CCO.CCO.CCO.CCO.CCO.